Record 1
C16H16N2O2 in the gas phase at a distorted geometry. Source: the OMol25 dataset; level of theory: wB97M-V/def2-TZVPD.

Geometry as XYZ:
```
36
C16H16N2O2, DFT wB97M-V/def2-TZVPD
C -5.60 -1.80 0.56
H -6.50 -1.85 0.87
O -5.05 -0.39 0.64
C -3.90 -0.18 0.23
C -3.54 0.99 0.33
C -2.37 1.53 0.16
C -1.51 0.62 -0.35
C -1.83 -0.54 -0.87
C -3.11 -0.99 -0.47
H -3.28 -2.09 -0.58
H -1.16 -1.03 -1.20
O -0.27 1.19 -1.04
C 0.42 2.12 -0.62
C 1.92 2.33 -0.79
N 2.55 1.23 -0.17
C 3.08 1.39 1.31
N 3.63 0.17 1.77
C 3.24 -0.72 0.91
C 3.61 -1.93 0.83
C 3.03 -2.76 -0.04
C 2.37 -2.25 -1.35
C 2.06 -0.80 -1.19
C 2.61 0.00 -0.23
H 1.60 -0.41 -2.02
H 2.08 -2.72 -2.30
H 3.31 -3.86 -0.15
H 4.02 -2.66 1.74
H 3.28 2.55 1.59
H 1.94 1.96 -1.77
H 2.39 3.18 -0.55
H -0.04 3.27 -1.07
H 0.23 2.40 0.45
H -2.02 2.69 0.31
H -4.28 1.71 0.94
H -5.05 -2.59 1.01
H -5.64 -1.86 -0.55
```

As for the structure (SMILES): COc1ccc(OCCn2cnc3ccccc32)cc1. The value obtained for the energy is -23914.093 eV. For the HOMO-LUMO gap, the calculation gives 8.2 eV. The calculation puts the maximum force at 14.7 eV/Å. The calculation puts the energy above the lowest of the compared OMol25 structures with the same formula, charge and spin at 323.45 kcal/mol. The HOMO energy is -7.6 eV.

***

Record 2
2 unconnected molecules or ions with the total composition C2H3IO2 at a distorted geometry. Source: the OMol25 dataset; level of theory: wB97M-V/def2-TZVPD.

Geometry as XYZ:
```
8
C2H3IO2, DFT wB97M-V/def2-TZVPD
C 0.95 -0.79 0.06
C -0.73 1.84 0.55
O 0.59 0.26 -0.31
O -1.76 1.39 0.84
I 0.72 2.47 2.02
H 1.60 -1.44 -0.43
H 0.57 -1.05 1.01
H -0.44 2.33 -0.46
```

As for the structure (SMILES): O=CI.C=O. The value obtained for the energy is -14316.319 eV. For the HOMO-LUMO gap, the calculation gives 10.1 eV. The calculation puts the maximum force at 4.1 eV/Å. The calculation puts the energy above the lowest of the compared OMol25 structures with the same formula, charge and spin at 52.65 kcal/mol. The HOMO energy is -9.6 eV.

***

Record 3
C19H23N3O5S2 in the gas phase at a distorted geometry. Source: the OMol25 dataset; level of theory: wB97M-V/def2-TZVPD.

Geometry as XYZ:
```
52
C19H23N3O5S2, DFT wB97M-V/def2-TZVPD
C 0.80 4.27 0.12
C 0.34 2.98 -0.49
C 1.25 2.16 -1.16
C 0.82 1.00 -1.77
C -0.51 0.64 -1.71
C -1.42 1.43 -1.04
C -1.00 2.60 -0.44
H -1.71 3.23 0.08
H -2.46 1.14 -1.03
S -1.04 -0.84 -2.54
O -0.22 -1.03 -3.71
O -2.47 -0.79 -2.71
N -0.62 -2.02 -1.41
C -1.71 -2.41 -0.54
C -2.65 -3.41 -1.23
C -1.92 -4.01 -2.43
H -2.36 -4.96 -2.73
O -0.57 -4.30 -2.11
C 0.18 -3.13 -1.87
C 1.26 -3.50 -0.83
N 1.90 -2.34 -0.28
C 1.48 -1.75 0.84
O 0.66 -2.20 1.63
C 2.16 -0.40 1.09
O 2.93 0.10 0.29
N 1.79 0.11 2.27
H 1.14 -0.44 2.81
C 2.15 1.43 2.72
C 0.93 2.26 3.00
C -0.36 1.99 2.69
C -1.25 3.01 3.11
C -0.62 4.03 3.73
S 1.08 3.78 3.82
H -1.03 4.92 4.15
H -2.31 2.97 2.96
H -0.68 1.11 2.17
H 2.76 1.37 3.63
H 2.76 1.88 1.93
H 2.52 -1.78 -0.86
H 1.99 -4.16 -1.30
H 0.78 -4.03 0.00
H 0.66 -2.79 -2.80
H -1.96 -3.31 -3.28
H -3.55 -2.90 -1.59
H -2.94 -4.19 -0.53
H -1.27 -2.84 0.37
H -2.23 -1.49 -0.26
H 1.51 0.37 -2.31
H 2.29 2.44 -1.20
H 1.79 4.17 0.55
H 0.11 4.60 0.89
H 0.84 5.04 -0.65
```

As for the structure (SMILES): Cc1ccc(S(=O)(=O)N2CCCO[C@@H]2CNC(=O)C(=O)NCc2cccs2)cc1. The value obtained for the energy is -56455.260 eV. For the HOMO-LUMO gap, the calculation gives 9.6 eV. The calculation puts the maximum force at 1.0 eV/Å. The calculation puts the energy above the lowest of the compared OMol25 structures with the same formula, charge and spin at 30.88 kcal/mol. The HOMO energy is -9.1 eV.

***

Record 4
2 unconnected molecules or ions with the total composition C27H35BN3 at a distorted geometry. Source: the OMol25 dataset; level of theory: wB97M-V/def2-TZVPD.

Geometry as XYZ:
```
66
C27H35BN3, DFT wB97M-V/def2-TZVPD
C 6.95 1.21 0.60
N 6.38 1.45 -0.72
C 7.28 1.05 -1.79
C 5.00 1.56 -0.92
C 4.37 2.82 -1.08
C 2.99 2.88 -1.20
N 2.19 1.78 -1.18
B 0.62 1.88 -1.30
H 0.11 0.81 -0.81
C 2.79 0.57 -1.05
C 4.17 0.41 -0.92
H 6.25 1.53 1.38
H 7.19 0.14 0.73
H 7.88 1.78 0.69
H 6.83 1.26 -2.76
H 8.22 1.62 -1.69
H 7.53 -0.02 -1.71
H 4.96 3.73 -1.09
H 2.48 3.83 -1.33
H 0.24 2.84 -0.65
H 0.21 1.93 -2.46
H 2.13 -0.29 -1.07
H 4.58 -0.60 -0.81
C -2.12 2.92 0.41
C -3.33 2.28 -0.27
C -4.56 3.15 -0.02
C -3.16 2.12 -1.78
C -3.56 0.94 0.41
N -4.63 0.74 1.19
C -4.64 -0.56 1.71
C -3.50 -1.22 1.22
C -3.39 -2.59 1.40
C -4.35 -3.26 2.18
C -5.44 -2.57 2.73
C -5.61 -1.19 2.48
C -2.75 -0.24 0.41
C -1.54 -0.45 -0.26
C -0.68 -1.59 -0.02
C -0.48 -2.12 1.29
C 0.20 -3.32 1.47
C 0.73 -4.02 0.37
C 1.43 -5.33 0.56
C 0.62 -3.45 -0.90
C -0.06 -2.26 -1.10
H -1.26 2.25 0.44
H -1.82 3.85 -0.09
H -2.39 3.17 1.45
H -5.46 2.69 -0.45
H -4.72 3.33 1.05
H -4.42 4.12 -0.49
H -4.06 1.65 -2.20
H -3.06 3.11 -2.26
H -2.29 1.53 -2.09
H -5.37 1.41 1.38
H -2.57 -3.12 0.92
H -4.21 -4.32 2.37
H -6.16 -3.11 3.34
H -6.45 -0.62 2.87
H -1.42 0.11 -1.19
H -0.87 -1.60 2.16
H 0.31 -3.75 2.47
H 1.75 -5.73 -0.41
H 2.32 -5.25 1.19
H 0.77 -6.08 1.04
H 1.07 -3.98 -1.75
H -0.17 -1.83 -2.09
```

The value obtained for the energy is -33706.990 eV. For the HOMO-LUMO gap, the calculation gives 6.5 eV. The calculation puts the maximum force at 2.2 eV/Å. The calculation puts the energy above the lowest of the compared OMol25 structures with the same formula, charge and spin at 0.00 kcal/mol. The total charge is +1. The HOMO energy is -10.7 eV.

***

Question: The highest energy belongs to which entry?
Answer: C2H3IO2